No. 1
{
  "formula": "C5H7NO",
  "method": "ωB97M-V/def2-TZVPD",
  "smiles": "C#C[C@@H](O)NC=C",
  "total_energy_ev": -8832.4401,
  "symbols": ["C", "C", "C", "O", "N", "C", "C", "H", "H", "H", "H", "H", "H", "H"],
  "positions_angstrom": [[-0.248, 1.030, -2.246], [0.058, 0.205, -1.423], [0.459, -1.108, -0.681], [1.806, -1.412, -0.865], [0.220, -0.812, 0.710], [-0.023, 0.574, 0.939], [-1.045, 1.029, 1.696], [-0.514, 1.819, -2.911], [-0.162, -1.930, -1.043], [2.101, -1.672, 0.022], [-0.547, -1.371, 1.069], [0.843, 1.205, 0.731], [-1.252, 2.091, 1.764], [-1.695, 0.352, 2.237]],
  "lowdin_charge": [0.1232, -0.0757, -0.4111, -0.0092, -0.0139, -0.2528, 0.0194, 0.0295, 0.1453, 0.1007, 0.1219, 0.1247, 0.0487, 0.0494]
}

=====

No. 2
{
  "formula": "C5H7NO",
  "method": "ωB97M-V/def2-TZVPD",
  "total_energy_ev": -8834.5715,
  "symbols": ["C", "C", "C", "C", "O", "C", "N", "H", "H", "H", "H", "H", "H", "H"],
  "positions_angstrom": [[1.429, 0.584, 0.158], [0.356, -0.242, -0.548], [-1.041, -0.065, 0.048], [-1.212, -0.809, 1.344], [-0.353, -1.499, 1.841], [0.109, 0.914, -2.808], [0.292, 0.165, -1.913], [2.381, 0.516, -0.379], [1.557, 0.203, 1.173], [1.135, 1.639, 0.191], [0.627, -1.296, -0.486], [-1.261, 0.999, 0.208], [-1.812, -0.418, -0.652], [-2.205, -0.692, 1.824]],
  "lowdin_charge": [-0.0441, -0.4137, -0.1251, -0.2458, 0.0543, 0.0391, -0.0492, 0.0866, 0.0797, 0.0884, 0.1438, 0.1317, 0.1301, 0.1242]
}

=====

No. 3
{
  "formula": "C5H7NO",
  "method": "ωB97M-V/def2-TZVPD",
  "total_energy_ev": -8830.5713,
  "symbols": ["C", "N", "C", "C", "C", "C", "O", "H", "H", "H", "H", "H", "H", "H"],
  "positions_angstrom": [[1.000, -1.513, 0.432], [-0.440, -1.685, 0.644], [0.050, -0.443, 0.116], [-0.292, 0.964, 0.597], [-0.031, 1.566, -0.794], [-0.553, 0.188, -1.075], [-1.660, 0.731, 0.250], [1.635, -1.323, 1.293], [1.427, -2.147, -0.341], [-0.739, -1.586, 1.610], [0.038, 1.398, 1.542], [0.969, 1.819, -1.140], [-0.779, 2.320, -1.065], [-0.625, -0.288, -2.069]],
  "lowdin_charge": [-0.0794, 0.0773, -0.4415, -0.2753, -0.0788, 0.0222, -0.0601, 0.1054, 0.1008, 0.1044, 0.1451, 0.1126, 0.1194, 0.1481]
}